# 1
Formula: C42H106N6O14
Source: the Open Molecules 2025 dataset
Level of theory: the ωB97M-V functional and the def2-TZVPD basis

ORCA input file:
```
! RIJCOSX wB97M-V def2-TZVPD def2/J DEFGRID3
* xyz 0 1
C 0.84075 1.55458 -2.05765
O 1.22030 0.96034 -0.83445
C 0.25486 0.09085 -0.29454
C 0.70215 -0.40692 1.06687
N -0.39599 -0.31800 2.04530
C -0.10260 -0.96354 3.30588
C -0.35833 -2.48025 3.25003
O -1.72356 -2.77235 3.23635
C -1.99223 -4.16063 3.34485
H 0.16758 0.94415 -2.66731
H 1.71809 1.77567 -2.66165
H 0.32005 2.48959 -1.83076
H 0.07336 -0.74172 -0.98764
H -0.70868 0.60452 -0.17103
H 1.39011 0.39178 1.36687
H 1.10544 -1.42120 0.99958
H -1.20128 -0.67317 1.53749
H -0.72691 -0.65767 4.15625
H 0.86938 -0.62123 3.66313
H 0.03703 -3.02719 4.12539
H 0.23514 -2.88373 2.41289
H -3.03556 -4.39829 3.16608
H -1.60728 -4.57729 4.27932
H -1.40135 -4.59264 2.52527
C -1.92867 -2.45692 8.22565
O -3.10842 -2.24528 7.47738
C -2.99131 -2.55813 6.11709
C -4.34681 -2.30424 5.43070
N -4.59925 -0.86003 5.47661
C -5.94555 -0.53025 5.06200
C -6.16813 0.98586 5.04529
O -6.40176 1.53406 6.31713
C -6.68861 2.93470 6.18309
H -1.61560 -3.49684 8.06288
H -2.24488 -2.48523 9.26981
H -1.15617 -1.71358 8.03082
H -2.76954 -3.61403 5.92168
H -2.25497 -1.91158 5.62946
H -5.10986 -2.79365 6.05735
H -4.30308 -2.81965 4.47077
H -4.36820 -0.65995 6.44422
H -6.70983 -0.93449 5.74235
H -6.17780 -0.82341 4.04179
H -6.98019 1.13358 4.32019
H -5.27734 1.44732 4.60224
H -5.71875 3.43557 6.10420
H -7.04802 3.36366 7.12048
H -7.43588 3.01858 5.39889
C -0.05838 3.02601 2.68776
O 0.76565 4.20177 2.79908
C 1.69111 4.25066 1.71108
C 1.17111 4.73912 0.38302
N 0.81552 6.15648 0.32084
C -0.28181 6.58945 1.21208
C -1.64965 6.24158 0.62006
O -1.65103 6.63712 -0.74746
C -2.79215 6.09806 -1.38961
H -0.70236 3.06841 1.81021
H -0.61504 3.14865 3.62064
H 0.58181 2.14157 2.70705
H 2.15258 3.27921 1.49680
H 2.49062 4.91475 2.04999
H 0.21419 4.27863 0.07724
H 1.92106 4.49747 -0.37123
H 0.56269 6.52472 -0.58143
H -0.27446 7.68366 1.23984
H -0.06015 6.24725 2.21651
H -2.46601 6.72210 1.17144
H -1.85554 5.16504 0.68729
H -3.68437 6.62137 -1.02156
H -2.92117 5.02790 -1.21435
H -2.78674 6.31584 -2.45736
C -3.32644 -4.81054 0.28684
O -2.44566 -3.78289 -0.07910
C -3.04017 -2.75376 -0.84961
C -3.97977 -1.81387 -0.08832
N -3.26006 -1.20358 1.01851
C -4.04969 -0.45149 1.98492
C -4.81094 0.67905 1.31190
O -4.04674 1.41141 0.35061
C -2.91249 2.10393 0.82224
H -3.84615 -5.25954 -0.57266
H -4.04121 -4.49415 1.05089
H -2.73462 -5.67610 0.59882
H -3.59675 -3.21921 -1.67281
H -2.14163 -2.26560 -1.23275
H -4.96774 -2.24713 0.10538
H -4.14622 -0.96044 -0.75315
H -2.64735 -1.83104 1.52631
H -3.37694 0.03306 2.69434
H -4.63619 -1.17795 2.55178
H -4.94497 1.41891 2.11556
H -5.80526 0.52158 0.90435
H -3.27709 3.12539 1.00049
H -2.09904 2.10019 0.09885
H -2.54865 1.73110 1.78231
C 2.00363 -2.58549 -10.74940
O 1.43487 -2.28639 -9.50850
C 2.36675 -2.13007 -8.46204
C 1.63139 -1.75514 -7.18922
N 2.56679 -1.14454 -6.23659
C 1.88977 -0.93781 -4.94951
C 1.37454 -2.17700 -4.27645
O -0.04111 -2.20625 -4.38897
C -0.61737 -3.41575 -3.91086
H 2.00640 -3.65366 -10.97423
H 3.02564 -2.20784 -10.89029
H 1.49529 -2.04842 -11.55504
H 2.98499 -1.26440 -8.74574
H 3.02285 -2.98300 -8.26165
H 1.14722 -2.62235 -6.73811
H 0.78042 -1.10510 -7.43576
H 2.98983 -0.33534 -6.66467
H 1.13550 -0.14893 -5.02236
H 2.64827 -0.53071 -4.27134
H 1.71520 -2.32722 -3.24185
H 1.75827 -3.13043 -4.67934
H -0.29954 -4.15651 -4.65406
H -1.68770 -3.22112 -3.94759
H -0.33377 -3.69984 -2.89398
C 9.49900 0.02269 -0.00762
O 8.86003 -0.14465 -1.25062
C 8.10338 0.96844 -1.67538
C 6.71991 1.00515 -1.01493
N 5.96942 -0.13662 -1.51189
C 4.59996 -0.25214 -0.99060
C 4.17025 -1.71485 -0.75629
O 4.61522 -2.26315 0.47042
C 5.98894 -2.16787 0.77816
H 10.12466 0.91827 -0.01004
H 10.10523 -0.82063 0.32663
H 8.71449 0.03608 0.76360
H 7.89982 0.79310 -2.73019
H 8.62226 1.92504 -1.56744
H 6.21721 1.88817 -1.42705
H 6.77758 1.09566 0.07757
H 6.46194 -0.94400 -1.13454
H 3.99118 0.24210 -1.75230
H 4.46578 0.28859 -0.04397
H 4.61234 -2.32209 -1.55650
H 3.09118 -1.82384 -0.81155
H 6.20891 -1.12153 1.02498
H 6.60714 -2.61989 -0.00198
H 6.11900 -2.69140 1.72613
C 1.86922 -4.57573 -0.93869
C 1.47853 -5.60351 0.13016
C 1.93403 -5.10536 1.49224
O 0.03017 -5.62401 0.07322
H 1.53100 -3.56070 -0.71732
H 1.39999 -4.91758 -1.86049
H 2.95251 -4.44716 -1.02918
H 1.79196 -6.60242 -0.15703
H 1.47501 -5.72544 2.26558
H 1.65683 -4.07435 1.72590
H 3.02510 -5.08496 1.52697
H -0.32851 -4.94887 0.65912
C 0.51634 6.48467 -2.92211
C -0.09809 5.18745 -3.41122
C -1.10345 5.40684 -4.51501
O 0.94530 4.35063 -3.90389
H -0.22844 7.23794 -2.65698
H 1.15012 6.95963 -3.67588
H 1.12170 6.29601 -2.03202
H -0.57691 4.71366 -2.54718
H -0.69582 6.03802 -5.30815
H -2.06985 5.79398 -4.18845
H -1.35520 4.47433 -5.02874
H 1.81797 4.72368 -3.77017
*
```

HOMO-LUMO gap, eV: 8.82
SMILES: COCCNCCOC.COCCNCCOC.COCCNCCOC.COCCNCCOC.COCCNCCOC.COCCNCCOC.CC(C)O.CC(C)O
Energy relative to the best compared isomer or geometry (same formula, charge and spin), kcal per mole: 35.5
LUMO, eV: 0.619
Molar mass, g mol⁻¹: 919.34

Results of the Löwdin charge analysis, in e, for atoms 1 through 6: C -0.10; O -0.20; C -0.22; C -0.17; N -0.05; C -0.18

=====

# 2
Formula: C3Br2ClFO
Source: the Open Molecules 2025 dataset
Level of theory: the ωB97M-V functional and the def2-TZVPD basis

ORCA input file:
```
! RIJCOSX wB97M-V def2-TZVPD def2/J DEFGRID3
* xyz 0 1
C 0.80566 0.69566 -0.19419
C 1.79300 -0.12456 -0.04344
C -1.36096 -0.58607 -0.08919
O -1.71318 -1.33327 0.72101
F -2.10528 -0.06404 -1.04863
Cl 0.83459 2.41869 -0.56221
Br 3.76050 0.35850 -0.10063
Br 1.63345 -1.90522 0.53650
*
```

HOMO-LUMO gap, eV: 7.68
Energy relative to the best compared isomer or geometry (same formula, charge and spin), kcal per mole: 87.5
LUMO, eV: -2.243
Molar mass, g mol⁻¹: 266.29

Results of the Löwdin charge analysis, in e, for atoms 1 through 6: C -0.63; C -1.21; C -0.28; O 0.17; F 0.12; Cl 0.60

=====

# 3
Formula: C13H28MnN4O7
Source: the Open Molecules 2025 dataset
Level of theory: the ωB97M-V functional and the def2-TZVPD basis

ORCA input file:
```
! RIJCOSX wB97M-V def2-TZVPD def2/J DEFGRID3
* xyz 0 6
Mn -0.04946 -0.38206 -0.36095
C -1.57616 -0.50292 -2.41695
O -1.27421 0.58125 -1.78068
O -2.23081 -0.60366 -3.47801
O -1.03715 -1.54047 -1.79836
C 0.47268 -2.76638 1.85518
O 0.52014 -1.77589 1.14982
N 0.77665 -4.00902 1.47719
C 0.68735 -5.09497 2.44720
C 1.12296 -4.36795 0.10450
H 0.25173 -2.65827 2.92474
H 1.63277 -5.61792 2.58401
H -0.06267 -5.79843 2.07846
H 0.34266 -4.68840 3.39429
H 1.50289 -3.54947 -0.49861
H 1.87452 -5.15621 0.13427
H 0.20618 -4.75883 -0.33999
C 1.16357 2.23202 0.90154
O 0.46273 1.22840 0.82547
N 0.77290 3.39991 0.40513
C 1.57571 4.61182 0.61221
C -0.50614 3.59961 -0.25216
H 2.17071 2.22912 1.33970
H 1.53404 5.28462 -0.23792
H 2.59428 4.41376 0.93921
H 1.12845 5.13490 1.46414
H -0.37797 4.37235 -1.00754
H -0.86364 2.69679 -0.75410
H -1.24312 3.90910 0.49421
C 2.85304 0.03699 -1.70489
O 1.90296 -0.44986 -1.11999
N 2.86860 0.12003 -3.04896
C 1.71696 -0.32808 -3.81065
C 3.91305 0.80638 -3.77837
H 3.69321 0.57928 -1.24734
H 1.09020 -1.08701 -3.34849
H 2.05969 -0.63697 -4.80208
H 1.07661 0.52822 -4.05471
H 4.44305 0.11936 -4.43620
H 3.47097 1.64150 -4.32572
H 4.63615 1.27311 -3.10724
C -3.03243 -0.40803 1.27380
O -1.84790 -0.33736 1.00218
N -3.66447 0.42802 2.10380
C -5.09023 0.33486 2.39939
C -3.02465 1.54433 2.76355
H -3.72788 -1.16828 0.88131
H -5.25455 0.38749 3.47208
H -5.55326 -0.55877 1.98170
H -5.61409 1.13354 1.86876
H -3.54976 2.48187 2.55991
H -2.90996 1.26737 3.81398
H -2.02691 1.86921 2.45819
*
```

HOMO-LUMO gap (spin up / spin down), eV: 5.65 / 6.38
Energy relative to the best compared isomer or geometry (same formula, charge and spin), kcal per mole: 4.2
LUMO (spin up / spin down), eV: 0.331 / 0.325
Molar mass, g mol⁻¹: 407.33
<S²>: 8.75

Results of the Löwdin charge analysis, in e, for atoms 1 through 6: Mn 0.84; C -0.93; O -0.18; O -0.06; O -0.21; C -0.29